(1)
Here is a cluster of 4 separate species, C29H33BF13N5O2S in total from OMol25. Energies are from ωB97M-V/def2-TZVPD.

Positions of all 84 atoms, in Å:
H -0.34905 -1.77512 -5.41904
N -0.80912 -2.62941 -5.10973
C -0.20202 -3.13981 -4.11162
C -0.73814 -4.43662 -3.54329
C 1.04851 -2.55198 -3.46977
C 0.99938 -1.05435 -3.09601
C -0.30652 -0.60868 -2.39978
C -0.90790 -1.65137 -1.44327
C -1.62603 -1.13450 -0.21298
F -0.89648 -0.18531 0.43414
F -1.77334 -2.17097 0.66498
C -3.07885 -0.57580 -0.45236
F -3.87348 -0.94471 0.57318
F -3.57731 -1.11539 -1.58744
C -3.15939 0.98076 -0.53476
F -2.16803 1.43282 -1.33403
F -2.99673 1.47644 0.69954
C -4.50907 1.45774 -1.17518
F -5.50607 0.70520 -0.73718
F -4.40521 1.29931 -2.48647
S -4.98114 3.27820 -0.81997
F -3.45686 3.65515 -0.59597
F -4.84094 3.69122 -2.34198
F -6.50849 2.93991 -1.06856
F -5.14010 2.90762 0.71301
F -5.37749 4.76896 -0.47152
C 1.21390 -0.13739 -4.34770
N 1.94486 1.05848 -3.91320
C 2.93982 0.44776 -3.05212
O 4.09461 0.77613 -3.01568
C 2.31520 -0.71793 -2.31833
B 2.25381 -0.36356 -0.76701
C 1.96612 1.08835 -0.21238
O 2.49953 -1.39433 0.09839
H 0.00757 -4.93652 -2.92646
H -1.62204 -4.24518 -2.93569
H -1.02678 -5.08631 -4.36863
H 1.29512 -3.13863 -2.58424
H 1.87284 -2.67114 -4.17937
H -0.12688 0.33050 -1.88017
H -1.03840 -0.39486 -3.18231
H -1.57304 -2.31502 -1.98840
H -0.10837 -2.28298 -1.04183
H 1.82748 -0.68561 -5.06972
H 0.30803 0.14712 -4.88468
H 1.30550 1.58948 -3.32391
H 3.01063 -1.55896 -2.38969
H 1.22307 1.06867 0.58117
H 1.67200 1.79802 -0.98721
H 2.89148 1.46766 0.23618
H 2.91927 -1.05743 0.90716
C 1.26605 -4.48476 3.91298
C 0.80763 -3.51413 3.03757
C 0.97220 -3.72239 1.67639
N 1.54830 -4.80647 1.16026
C 1.98330 -5.73040 2.01435
C 1.86727 -5.61941 3.39184
H 1.15675 -4.35986 4.98264
H 0.33337 -2.61133 3.39770
H 0.63178 -2.98571 0.96246
H 2.44877 -6.60335 1.56952
H 2.23875 -6.40390 4.03679
C 6.83411 1.02166 2.06156
C 6.59157 -0.28451 1.67026
C 5.30053 -0.77594 1.77822
N 4.27528 -0.05875 2.24236
C 4.52599 1.19436 2.61928
C 5.77999 1.77828 2.54786
H 7.82781 1.44364 1.98841
H 7.38308 -0.91122 1.28429
H 5.07160 -1.79255 1.47602
H 3.67699 1.75279 2.99776
H 5.92347 2.80153 2.86533
C -4.20113 5.43270 2.83337
C -3.80117 4.33421 3.57672
C -3.29392 4.54887 4.84970
N -3.16751 5.75428 5.39946
C -3.55575 6.79970 4.67299
C -4.07731 6.69436 3.39205
H -4.60316 5.30788 1.83742
H -3.87932 3.33061 3.18081
H -2.97199 3.71428 5.46296
H -3.44141 7.76999 5.14375
H -4.37734 7.57991 2.84881

Atomic forces in eV per Å
-0.019 0.018 -0.009
0.180 -0.154 0.326
-0.175 0.127 -0.287
0.251 0.088 -0.218
-0.436 0.115 0.036
0.328 0.278 -0.416
-0.157 -0.164 -0.084
0.599 0.047 0.094
-0.232 -0.278 -0.060
-0.066 -0.098 -0.039
0.029 0.197 -0.234
0.001 0.097 0.348
0.105 0.009 -0.175
0.055 0.084 0.074
0.066 0.086 -0.162
-0.047 -0.031 0.127
0.022 -0.172 -0.080
0.210 0.167 0.054
-0.286 -0.175 0.312
-0.024 0.011 -0.375
-0.042 0.079 -0.283
-0.021 0.108 0.072
0.025 -0.017 0.100
0.046 0.062 0.028
-0.045 0.030 0.073
0.014 -0.207 -0.051
-0.289 -0.268 -0.156
0.095 -0.414 -0.050
0.283 0.238 -0.091
-0.513 0.063 0.200
-0.062 -0.441 0.037
-0.243 -0.017 0.348
0.444 -0.146 -0.232
0.582 0.287 -0.448
-0.061 -0.044 0.027
-0.031 -0.059 0.024
-0.075 0.003 0.081
0.078 0.012 0.008
0.056 -0.138 0.095
0.047 0.024 0.065
-0.067 0.014 0.077
-0.093 0.008 0.111
-0.032 0.080 0.091
0.144 0.154 0.025
-0.110 0.054 0.223
0.155 0.298 -0.059
-0.008 -0.015 -0.010
-0.102 0.028 0.026
-0.076 0.089 0.099
-0.026 0.060 -0.029
-0.513 0.008 0.489
0.004 0.004 0.010
0.012 -0.005 0.019
0.017 -0.082 -0.048
-0.021 0.002 0.013
0.008 -0.010 -0.043
-0.007 0.020 0.003
0.000 0.000 0.002
-0.012 0.007 -0.018
0.015 0.045 0.059
0.001 -0.014 0.028
0.008 -0.010 -0.008
0.010 0.002 -0.004
0.009 0.022 0.023
0.011 -0.016 0.050
0.057 -0.156 -0.244
-0.125 0.010 0.055
0.023 -0.032 0.018
0.002 0.004 -0.006
-0.009 -0.013 -0.009
0.029 0.001 -0.015
0.009 0.028 -0.026
-0.016 0.005 0.007
-0.006 -0.002 -0.014
0.001 0.002 -0.010
0.015 0.008 0.033
-0.005 0.001 -0.015
0.018 0.006 0.037
0.011 -0.026 0.009
-0.003 0.013 0.006
0.001 -0.005 0.003
-0.005 -0.021 -0.022
-0.014 0.015 -0.022
0.002 0.012 0.007

Computed properties:
Maximum force (Eh/bohr): 0.01533
HOMO level (eV): -9.70
SMILES string: [H]/N=C(/C)C[C@]1(CCC(F)(F)C(F)(F)C(F)(F)C(F)(F)S(F)(F)(F)(F)F)CNC(=O)[C@H]1B(C)O.c1ccncc1.c1ccncc1.c1ccncc1
Spin multiplicity: 1

Löwdin atomic charge list, values in e, 8 entries: 0.03 0.16 -0.41 -0.04 -0.09 -0.35 -0.10 -0.04

=====

(2)
Here is a structure of composition C29H33Br2N3NaOS5 from OMol25. Energies are from ωB97M-V/def2-TZVPD.

Positions of all 74 atoms, in Å:
Na -0.34907 0.29268 1.35312
C -1.89393 -2.51222 -3.58398
C -2.35000 -3.17597 -2.28837
C -3.71213 -2.62705 -1.86451
C -1.32056 -3.06644 -1.17820
C 0.03146 -2.86835 -1.44185
C 0.96395 -2.81325 -0.42116
C 0.58691 -2.95292 0.90781
C 1.60084 -2.89757 2.01156
C -0.76372 -3.13810 1.17494
C -1.69712 -3.19539 0.15404
H -2.70818 -2.50361 -4.30726
H -1.05023 -3.01977 -4.04915
H -1.59337 -1.47966 -3.40137
H -2.47173 -4.24903 -2.49709
H -3.62562 -1.65866 -1.36768
H -4.22223 -3.28656 -1.16475
H -4.36056 -2.51692 -2.73483
H 0.37579 -2.74228 -2.45820
H 2.00249 -2.62926 -0.66073
H 1.29639 -2.21549 2.80695
H 2.56379 -2.54534 1.64676
H 1.74158 -3.88329 2.45869
H -1.10425 -3.22271 2.19940
H -2.73641 -3.30624 0.41960
C 1.03905 -0.05354 -4.23424
C 2.23548 -0.08612 -3.32391
C 3.53127 -0.21794 -3.86541
C 4.59872 -0.23655 -3.02024
C 4.39440 -0.13680 -1.62629
C 5.44747 -0.14122 -0.67984
Br 7.25923 -0.29696 -1.22747
C 5.16394 -0.02780 0.65182
C 3.84526 0.07643 1.09657
Br 3.55184 0.24861 2.95579
C 2.72149 0.07255 0.25040
O 1.54280 0.12256 0.66928
C 3.05834 -0.02280 -1.17640
N 2.01757 0.00972 -2.04064
H 1.33250 -0.10609 -5.27995
H 0.46700 0.86577 -4.08926
H 0.36232 -0.88278 -4.01912
H 3.66684 -0.29133 -4.93484
H 5.60682 -0.32274 -3.40196
H 5.96582 -0.02264 1.37789
S -7.02466 3.25766 3.60010
C -5.56679 2.61122 3.08112
S -5.42630 1.21384 2.11225
C -3.69105 1.14285 1.94620
C -3.01179 2.12627 2.60287
S -1.28670 2.45590 2.67234
S -4.03314 3.24447 3.47546
S -3.07156 -0.16116 0.93149
C -1.88448 1.68077 -3.24620
C -1.46294 0.95111 -1.95140
N -0.97328 1.90665 -0.98808
C 0.19966 2.58083 -1.47942
C -0.14826 3.36299 -2.76954
N -1.61068 3.14495 -3.03455
C -2.42851 3.65774 -1.87960
C -2.00719 2.85569 -0.63280
H -2.94943 1.59805 -3.46554
H -1.31014 1.38830 -4.12866
H -0.67036 0.23069 -2.15201
H -2.30692 0.42894 -1.49610
H 0.97165 1.84160 -1.67174
H 0.55489 3.25892 -0.70516
H 0.37886 2.99873 -3.65570
H -0.00875 4.44117 -2.68667
H -1.87377 3.65655 -3.87872
H -3.47307 3.51230 -2.16226
H -2.21952 4.72670 -1.81519
H -2.84631 2.30155 -0.22701
H -1.63379 3.50185 0.16212

Atomic forces in eV per Å
-0.886 0.152 0.149
-0.015 0.027 -0.049
-0.022 -0.150 0.006
-0.086 0.044 -0.007
0.056 -0.056 -0.004
-0.054 -0.016 -0.037
0.037 0.002 0.056
0.006 -0.014 -0.065
0.048 0.057 0.113
0.012 -0.038 0.019
-0.005 0.000 0.040
-0.062 -0.019 -0.071
0.068 -0.063 0.013
-0.068 0.082 0.037
-0.032 0.089 -0.055
0.026 0.038 -0.028
0.005 -0.030 0.040
-0.057 -0.024 -0.042
0.051 0.008 -0.077
0.089 0.005 -0.016
-0.037 -0.017 -0.012
0.047 -0.007 -0.042
0.021 -0.044 0.027
-0.005 0.026 0.059
-0.102 0.001 0.017
-0.088 0.024 -0.036
0.075 -0.052 -0.344
-0.043 0.024 0.050
0.016 0.006 0.043
0.392 -0.037 -0.075
-0.243 0.017 -0.025
0.084 -0.005 -0.040
-0.040 -0.002 0.074
0.342 0.013 0.005
-0.056 0.011 0.102
0.184 -0.115 0.092
0.491 0.104 -0.491
-0.183 0.041 0.165
0.012 -0.111 0.086
0.026 -0.027 -0.096
0.238 -0.114 -0.013
0.069 0.014 -0.017
0.006 -0.023 -0.082
0.012 -0.014 0.004
-0.010 0.002 0.006
0.173 -0.059 -0.085
-0.284 0.062 0.169
-0.230 -0.137 -0.133
0.427 -0.079 -0.204
0.379 -0.161 -0.272
-0.328 0.027 0.145
0.055 0.266 0.127
-0.207 0.180 0.326
-0.105 0.107 -0.160
-0.007 -0.303 -0.092
0.046 -0.078 0.294
0.234 0.216 0.072
-0.012 0.061 -0.204
-0.075 0.098 -0.196
-0.081 0.119 -0.233
-0.096 0.107 0.202
0.004 -0.056 0.021
-0.207 -0.020 0.094
0.020 -0.016 0.022
-0.016 -0.007 -0.032
0.006 -0.020 -0.004
0.028 0.059 0.021
0.028 0.080 0.120
0.057 -0.021 0.022
0.066 -0.139 0.216
0.031 0.031 0.097
-0.042 -0.020 0.081
-0.151 -0.092 0.100
-0.030 -0.015 0.005

Computed properties:
Maximum force (Eh/bohr): 0.01772
HOMO level (eV): -3.20
Net charge: -1
Spin multiplicity: 1
Energy relative to the best compared isomer or geometry (same formula, charge and spin) (kcal/mol): 18.0

Löwdin atomic charge list, values in e, 8 entries: 0.12 -0.09 -0.37 -0.08 -0.20 -0.03 -0.04 -0.28

=====

(3)
Here is a structure of composition C29H33ClNO5S in a non-equilibrium geometry from OMol25. Energies are from ωB97M-V/def2-TZVPD.

Positions of all 70 atoms, in Å:
C -4.36715 -0.35106 1.29562
C -3.29472 0.67447 1.67632
C -3.40210 1.85995 0.71460
C -3.59533 1.17803 3.09282
C -1.89887 0.00601 1.62437
C -0.94749 0.36874 0.72484
C 0.38962 -0.15308 0.73195
C 1.36746 0.36783 -0.14550
C 2.67927 -0.17455 -0.26598
C 2.89319 -1.57079 -0.13194
C 4.16193 -2.07226 0.09704
C 5.27377 -1.21674 0.16560
C 6.62475 -1.75185 0.51315
C 5.09806 0.13993 -0.16175
C 3.83363 0.64556 -0.41904
C 0.69176 -1.11321 1.76033
C -0.24412 -1.64998 2.59027
C 0.06182 -2.79967 3.57842
C -0.26657 -2.38681 5.02141
C 1.52952 -3.22677 3.52657
C -0.80595 -4.02342 3.24618
C -1.61148 -1.11740 2.52981
O -2.53896 -1.62975 3.21740
H -4.34703 -1.17651 2.01284
H -5.35600 0.12369 1.31206
H -4.17238 -0.74383 0.29114
H -2.65852 2.63037 0.95692
H -3.27692 1.53769 -0.32789
H -4.39941 2.31347 0.80606
H -2.82748 1.89196 3.41250
H -4.57277 1.67668 3.10530
H -3.61555 0.33441 3.78801
H -1.18378 1.11436 -0.02883
H 1.27289 1.47336 -0.39172
H 2.03498 -2.25398 -0.14944
H 4.31386 -3.14220 0.29131
H 7.33338 -0.93813 0.70850
H 6.57202 -2.39733 1.39842
H 7.01738 -2.36086 -0.31035
H 5.96803 0.81089 -0.18073
H 3.69350 1.69884 -0.66642
H 1.74457 -1.37479 1.90847
H -1.32993 -2.13755 5.09719
H -0.04459 -3.22119 5.70205
H 0.33182 -1.51634 5.31663
H 1.81322 -3.56657 2.52290
H 2.19317 -2.40979 3.83381
H 1.68407 -4.06512 4.22190
H -0.60961 -4.36413 2.22245
H -0.57879 -4.83948 3.94597
H -1.86260 -3.75364 3.33824
O -1.69063 4.19162 -8.49388
N -2.38607 3.88253 -7.49982
O -3.63714 3.97576 -7.48441
C -1.74409 3.39187 -6.32320
C -2.53575 2.99993 -5.23151
C -1.95502 2.35791 -4.14254
C -0.57790 2.05041 -4.13930
S 0.08312 0.93830 -2.86072
C 0.68616 1.96012 -1.52330
Cl 1.87719 3.07283 -2.10454
O -1.06984 0.25367 -2.31424
O 1.15644 0.18191 -3.45595
C 0.23109 2.56475 -5.17937
C -0.35206 3.19750 -6.27419
H -3.61166 3.14288 -5.28542
H -2.59635 2.03842 -3.32599
H -0.19936 2.52390 -1.18633
H 1.30838 2.42855 -5.15956
H 0.24389 3.49969 -7.13555

Atomic forces in eV per Å
-0.059 -0.192 -0.017
0.242 -0.373 -0.135
0.027 0.020 -0.066
0.151 -0.061 0.124
-0.092 -0.028 0.154
0.282 0.668 0.332
-0.396 -0.198 -0.484
1.096 1.321 4.413
1.458 -1.260 -0.906
-0.162 0.256 -0.067
0.482 0.001 0.265
-0.580 0.352 -0.413
0.310 -0.158 0.043
0.123 -0.282 0.054
-0.791 -0.191 0.407
0.392 -0.532 -0.480
-0.319 0.096 0.163
-0.068 0.348 0.081
-0.073 0.119 0.037
0.044 -0.051 0.030
-0.156 0.045 -0.190
-0.970 -0.614 0.318
0.769 0.470 -0.273
-0.078 0.129 -0.223
0.053 -0.068 -0.054
-0.102 0.037 0.091
-0.083 -0.091 -0.141
0.051 0.127 0.166
0.196 -0.110 0.002
-0.122 -0.034 0.030
0.125 -0.024 0.017
0.031 0.200 -0.058
0.022 -0.282 0.200
1.100 -2.635 2.271
0.367 0.390 -0.043
-0.126 0.406 -0.137
-0.119 -0.215 -0.026
0.061 0.136 -0.135
0.027 0.082 0.127
-0.381 -0.327 -0.026
0.054 -0.280 0.193
-0.510 -0.032 -0.180
0.253 -0.004 0.049
-0.011 0.171 -0.067
-0.078 -0.118 0.029
0.024 0.086 0.133
-0.016 -0.115 -0.103
-0.031 0.191 -0.147
-0.045 -0.030 0.130
0.005 0.100 -0.136
0.230 -0.141 -0.080
-1.124 -0.558 1.788
-1.277 0.996 -2.034
2.242 -0.103 -0.156
0.760 -0.926 1.439
0.186 0.037 -0.178
0.293 -0.098 -0.249
-0.190 0.105 -0.641
-0.174 1.418 0.966
-3.949 1.410 -5.909
0.847 0.649 -0.144
0.116 0.037 -0.346
-0.087 0.292 -0.128
-0.408 -0.197 0.184
-0.361 0.185 -0.234
0.265 0.024 0.086
0.223 -0.130 -0.104
0.363 -0.209 0.050
-0.215 -0.207 0.007
-0.114 -0.030 0.331

Computed properties:
Maximum force (Eh/bohr): 0.14090
HOMO level (eV): -3.25
Net charge: -1
Spin multiplicity: 1
Energy relative to the best compared isomer or geometry (same formula, charge and spin) (kcal/mol): 46.1

Löwdin atomic charge list, values in e, 8 entries: -0.06 -0.54 -0.07 -0.06 -0.08 0.01 -0.16 -0.02